No. 1
ORCA calculation (ωB97M-V/def2-TZVPD) on C6H10N2 in the gas phase.

```
18
C6H10N2 (ωB97M-V/def2-TZVPD)
C 1.145 -0.927 -0.424
C 1.233 0.471 0.320
C 0.297 1.446 -0.434
C -1.039 0.696 -0.335
N -1.049 -0.473 -1.280
C -0.357 -1.255 -0.227
C -0.755 -0.174 0.870
N 0.504 0.298 1.550
H 1.811 -1.562 0.104
H 1.404 -0.960 -1.426
H 2.245 0.817 0.404
H 0.047 2.424 0.104
H 0.495 1.611 -1.500
H -1.988 1.275 -0.185
H -1.935 -0.829 -1.505
H -0.622 -2.288 -0.040
H -1.628 -0.340 1.440
H 0.844 -0.465 2.086
```

Calculated values
Total energy = -9362.7184 eV
Energy above the lowest of the compared OMol25 structures with the same formula, charge and spin = 165.82 kJ/mol
M = 110.16 u
Gap between HOMO and LUMO = 0.3540 Ha

=====

No. 2
ORCA calculation (ωB97M-V/def2-TZVPD) on 2 unconnected molecules or ions with the total composition C24H26N3.

```
53
C24H26N3 (ωB97M-V/def2-TZVPD)
C -2.100 2.663 -0.543
N -2.384 1.868 -1.727
C -1.463 1.949 -2.846
N -3.602 1.435 -2.029
C -4.604 1.530 -1.213
H -1.649 3.614 -0.859
H -3.000 2.861 0.048
H -1.361 2.149 0.094
H -0.993 2.937 -2.867
H -0.672 1.198 -2.752
H -2.018 1.750 -3.767
H -5.465 0.875 -1.377
H -4.641 2.272 -0.390
C -1.339 -1.653 5.417
N -0.077 -1.456 4.739
C 1.056 -2.054 5.412
C -0.019 -1.096 3.387
C 0.063 0.268 3.012
C 0.177 0.623 1.679
C 0.205 -0.368 0.659
C 0.575 -0.057 -0.700
C 0.331 -0.929 -1.833
C 1.281 -0.592 -2.863
C 1.432 -1.384 -3.990
C 0.592 -2.490 -4.141
C -0.405 -2.772 -3.189
C -0.548 -1.995 -2.029
C 2.074 0.534 -2.395
C 1.630 0.876 -1.066
C 2.357 1.811 -0.327
C 3.453 2.438 -0.933
C 3.887 2.079 -2.221
C 3.205 1.102 -2.958
C 0.019 -1.724 1.051
C -0.069 -2.087 2.383
H -2.172 -1.274 4.814
H -1.515 -2.717 5.633
H -1.326 -1.119 6.373
H 1.964 -1.933 4.811
H 1.199 -1.553 6.378
H 0.888 -3.125 5.600
H 0.065 1.020 3.809
H 0.250 1.677 1.414
H 2.193 -1.110 -4.732
H 0.702 -3.128 -5.024
H -1.060 -3.629 -3.336
H -1.304 -2.219 -1.283
H 2.086 2.015 0.702
H 3.998 3.200 -0.378
H 4.760 2.563 -2.659
H 3.521 0.793 -3.959
H 0.005 -2.501 0.292
H -0.185 -3.134 2.680
```

Calculated values
Total energy = -29770.7141 eV
Energy above the lowest of the compared OMol25 structures with the same formula, charge and spin = 289.18 kJ/mol
Net charge = +1
M = 356.49 u
Gap between HOMO and LUMO = 0.1538 Ha

=====

No. 3
ORCA calculation (ωB97M-V/def2-TZVPD) on 12 unconnected molecules or ions with the total composition H24O12.

```
36
H24O12 (ωB97M-V/def2-TZVPD)
O 0.922 -1.803 0.520
H 0.488 -1.464 1.312
H 0.454 -1.375 -0.205
O -0.960 2.630 1.956
H -1.404 2.338 1.152
H -0.460 1.858 2.242
O -1.750 2.812 -0.350
H -1.458 2.242 -1.070
H -1.390 3.677 -0.575
O -2.946 0.101 2.124
H -3.241 -0.341 1.320
H -2.058 0.408 1.911
O 0.234 -3.472 -3.506
H -0.361 -4.159 -3.826
H -0.189 -3.151 -2.702
O 1.089 1.006 0.609
H 0.744 0.854 -0.278
H 0.694 0.302 1.137
O 1.932 -2.477 2.720
H 2.416 -1.686 2.460
H 1.608 -2.274 3.605
O -1.828 -3.485 1.184
H -0.881 -3.650 1.103
H -2.213 -3.964 0.441
O 2.450 2.484 1.355
H 3.013 2.163 2.069
H 1.705 2.893 1.811
O -2.578 0.211 -1.507
H -1.930 0.610 -2.099
H -3.391 0.695 -1.688
O 0.630 3.450 -1.245
H 1.347 2.859 -0.987
H 0.937 3.844 -2.069
O 2.530 -1.234 -2.717
H 2.435 -2.007 -3.285
H 3.408 -0.895 -2.926
```

Calculated values
Total energy = -24957.6311 eV
Energy above the lowest of the compared OMol25 structures with the same formula, charge and spin = 392.05 kJ/mol
M = 216.18 u
Gap between HOMO and LUMO = 0.3664 Ha

=====

No. 4
ORCA calculation (ωB97M-V/def2-TZVPD) on 2 unconnected molecules or ions with the total composition C5H14O.

```
20
C5H14O (ωB97M-V/def2-TZVPD)
C -0.574 -2.840 1.019
C 0.231 -1.636 1.420
C 0.336 -0.366 0.490
C -1.056 0.263 0.454
C -1.035 1.400 -0.688
H 0.102 -3.656 0.692
H -1.119 -2.701 0.092
H -1.139 -3.346 1.729
H 1.236 -1.990 1.712
H -0.093 -1.186 2.362
H 1.151 0.314 0.709
H 0.579 -0.951 -0.450
H -1.775 -0.486 0.073
H -1.221 0.851 1.418
H -0.164 1.270 -1.509
H -2.106 1.355 -1.195
H -0.651 2.409 -0.318
H 2.503 3.555 -3.383
H 2.186 4.266 -2.235
O 2.608 3.476 -2.392
```

Calculated values
Total energy = -7456.5705 eV
Energy above the lowest of the compared OMol25 structures with the same formula, charge and spin = 185.20 kJ/mol
Net charge = -1
M = 90.17 u
Gap between HOMO and LUMO (spin up / spin down) = 0.0709 / 0.3518 Ha
Spin multiplicity = 2

=====

No. 5
ORCA calculation (ωB97M-V/def2-TZVPD) on a molecular structure, C26H50N2O3P2Pt.

```
84
C26H50N2O3P2Pt (ωB97M-V/def2-TZVPD)
Pt 0.044 0.200 -0.348
C -1.489 1.052 0.438
O -2.179 1.162 1.376
C 1.699 -0.536 -1.006
O 2.688 -0.450 -1.639
P 1.269 2.077 0.508
C 2.150 1.923 2.139
H 2.685 2.886 2.170
C 2.608 2.482 -0.677
H 3.061 1.520 -0.942
C 0.246 3.571 0.839
H -0.404 3.239 1.666
C -3.224 -0.938 -1.256
P -1.597 -1.672 -0.807
H -2.665 -3.677 -0.224
H -3.567 -0.454 -0.329
C -1.188 -2.568 -2.379
H -2.168 -2.702 -2.865
C 2.027 3.065 -1.963
H 1.714 4.107 -1.832
H 1.175 2.488 -2.348
H 2.812 3.050 -2.731
C 3.759 3.302 -0.099
H 4.433 3.548 -0.930
H 4.326 2.723 0.640
H 3.406 4.232 0.356
C 1.042 4.786 1.343
H 1.651 4.564 2.228
H 0.319 5.562 1.635
H 1.682 5.211 0.557
C -0.655 3.970 -0.334
H -1.522 4.512 0.070
H -1.049 3.121 -0.903
H -0.147 4.644 -1.035
C 1.223 1.862 3.355
H 0.696 2.807 3.539
H 1.858 1.679 4.232
H 0.487 1.045 3.279
C 3.200 0.813 2.168
H 2.756 -0.161 2.398
H 3.901 1.052 2.981
H 3.780 0.711 1.242
C -4.290 -1.973 -1.652
H -4.344 -2.822 -0.968
H -4.129 -2.357 -2.666
H -5.276 -1.489 -1.638
C -3.109 0.139 -2.342
H -2.908 -0.302 -3.328
C -1.002 -3.660 1.156
H -2.330 0.882 -2.144
H -4.059 0.692 -2.407
C -3.168 -2.432 1.449
H -0.729 -3.115 2.071
H -1.359 -4.658 1.445
H -0.120 -3.762 0.519
C -2.141 -2.960 0.432
H -3.317 -3.205 2.214
H -4.161 -2.207 1.034
H -2.817 -1.533 1.974
C -0.562 -3.950 -2.167
H 0.420 -3.874 -1.675
H -0.407 -4.426 -3.152
H -1.215 -4.603 -1.573
C -0.326 -1.737 -3.329
H -0.741 -0.747 -3.542
H -0.214 -2.268 -4.285
H 0.683 -1.595 -2.928
H -0.125 -1.678 4.287
H 0.160 -1.035 4.514
N 1.976 -6.520 2.781
C 2.465 -6.232 1.527
O 2.932 -7.071 0.773
C 2.459 -4.793 1.144
C 2.222 -3.719 2.037
C 1.935 -2.466 1.450
N 1.854 -2.241 0.120
C 2.437 -3.179 -0.643
C 2.691 -4.471 -0.214
H 1.867 -7.494 2.993
H 1.323 -5.900 3.231
H 2.221 -3.814 3.154
H 1.664 -1.622 2.088
H 2.647 -2.882 -1.660
H 3.020 -5.204 -0.953
```

Calculated values
Total energy = -58671.8390 eV
Energy above the lowest of the compared OMol25 structures with the same formula, charge and spin = 0.00 kJ/mol
Net charge = +4
M = 695.72 u
Gap between HOMO and LUMO (spin up / spin down) = 0.1984 / 0.1729 Ha
Spin multiplicity = 5

=====

No. 6
ORCA calculation (ωB97M-V/def2-TZVPD) on a molecular structure, C14H29O4PRuS.

```
50
C14H29O4PRuS (ωB97M-V/def2-TZVPD)
Ru -0.225 1.135 0.645
C -1.727 -0.088 1.103
O -2.720 -0.636 1.284
C -0.530 2.973 1.097
O -0.690 3.987 1.630
C 1.597 0.582 1.046
O 2.738 0.266 1.310
C -1.824 0.332 -2.032
P -0.101 -0.048 -1.435
H 0.385 -1.743 -3.066
H -2.483 -0.460 -1.610
C 1.030 1.073 -2.546
H 0.607 1.202 -3.559
C -1.767 0.260 -3.551
H -1.294 -0.636 -3.963
H -1.211 1.138 -3.928
H -2.791 0.335 -3.935
C -2.278 1.727 -1.582
H -1.683 2.474 -2.121
C 1.469 -2.535 -1.421
H -2.180 1.924 -0.492
H -3.331 1.873 -1.859
C -1.108 -2.723 -1.906
H 1.245 -3.320 -0.689
H 2.016 -3.033 -2.240
H 2.159 -1.829 -0.924
C 0.182 -1.867 -1.988
H -0.890 -3.783 -2.117
H -1.857 -2.387 -2.646
H -1.586 -2.705 -0.914
C 2.430 0.443 -2.595
H 2.810 0.403 -1.569
H 3.114 1.109 -3.145
H 2.468 -0.558 -3.032
C 1.171 2.392 -1.773
H 0.231 2.904 -1.537
H 1.838 3.086 -2.299
H 1.654 2.104 -0.815
H 0.604 -3.716 1.251
H 0.444 -3.373 1.869
C 0.772 -1.090 5.754
S -0.422 -0.051 4.802
C -0.225 1.444 5.835
O -0.103 0.179 3.384
H 0.268 -1.125 6.741
H 1.790 -0.733 5.943
H 0.712 -2.102 5.364
H 0.811 1.773 5.999
H -0.896 2.183 5.392
H -0.626 1.242 6.839
```

Calculated values
Total energy = -45830.9632 eV
Net charge = +4
M = 425.49 u
Gap between HOMO and LUMO (spin up / spin down) = 0.2701 / 0.1767 Ha
Spin multiplicity = 5

=====

No. 7
ORCA calculation (ωB97M-V/def2-TZVPD) on 8 unconnected molecules or ions with the total composition C48H120N8O16.

```
192
C48H120N8O16 (ωB97M-V/def2-TZVPD)
C 1.374 4.294 -1.891
O 2.609 3.687 -1.603
C 3.074 2.765 -2.564
C 2.275 1.425 -2.400
N 2.131 0.994 -1.010
C 1.406 -0.242 -0.838
C 1.482 -0.776 0.619
O 0.814 -2.007 0.740
C 1.115 -2.716 1.974
H 1.273 5.162 -1.239
H 0.468 3.702 -1.763
H 1.463 4.732 -2.885
H 4.133 2.529 -2.465
H 2.954 3.114 -3.589
H 2.799 0.667 -2.982
H 1.270 1.543 -2.803
H 1.543 1.671 -0.544
H 1.866 -0.975 -1.501
H 0.371 -0.100 -1.151
H 1.195 -0.052 1.382
H 2.522 -0.997 0.860
H 2.045 -3.262 1.818
H 0.179 -3.227 2.201
H 1.276 -1.982 2.763
C -2.918 2.476 -2.349
O -2.303 2.759 -3.625
C -3.240 3.182 -4.613
C -2.545 3.442 -5.963
N -1.954 2.255 -6.472
C -1.037 2.439 -7.583
C -0.699 1.093 -8.242
O 0.009 0.249 -7.390
C 0.361 -1.028 -7.922
H -2.327 2.715 -1.465
H -3.045 1.398 -2.258
H -3.891 2.931 -2.168
H -3.741 4.084 -4.262
H -4.094 2.517 -4.742
H -1.695 4.110 -5.815
H -3.147 3.817 -6.791
H -1.517 1.730 -5.727
H -0.168 3.022 -7.279
H -1.524 3.153 -8.247
H -0.093 1.172 -9.145
H -1.618 0.608 -8.570
H 1.196 -1.356 -7.303
H 0.649 -0.925 -8.968
H -0.300 -1.885 -7.791
C 4.410 -5.107 -2.585
O 3.821 -6.370 -2.060
C 3.509 -6.226 -0.721
C 3.134 -7.523 -0.051
N 4.323 -8.386 -0.014
C 4.245 -9.601 0.816
C 3.917 -9.366 2.311
O 2.562 -9.084 2.579
C 2.366 -8.648 3.874
H 5.314 -4.766 -2.081
H 3.658 -4.321 -2.511
H 4.674 -5.256 -3.632
H 2.630 -5.585 -0.668
H 4.309 -5.700 -0.200
H 2.335 -8.091 -0.527
H 2.868 -7.356 0.993
H 4.594 -8.631 -0.955
H 5.258 -10.002 0.788
H 3.480 -10.324 0.532
H 4.467 -8.459 2.562
H 4.294 -10.175 2.936
H 2.855 -9.295 4.602
H 1.299 -8.558 4.078
H 2.766 -7.651 4.058
C -2.066 3.462 6.770
O -2.603 2.553 5.859
C -1.941 1.338 5.943
C -2.068 0.616 4.622
N -3.416 0.068 4.425
C -3.494 -0.577 3.090
C -4.906 -0.518 2.552
O -5.374 0.782 2.371
C -6.676 0.804 1.883
H -1.042 3.750 6.532
H -2.120 3.095 7.795
H -2.662 4.374 6.715
H -2.326 0.752 6.778
H -0.865 1.474 6.047
H -1.257 -0.111 4.588
H -1.767 1.238 3.779
H -3.985 0.891 4.284
H -3.113 -1.584 3.265
H -2.727 -0.126 2.461
H -5.595 -1.128 3.137
H -4.875 -1.016 1.583
H -6.675 0.530 0.828
H -7.055 1.826 1.890
H -7.365 0.116 2.374
C -4.622 -8.242 6.600
O -4.510 -6.852 6.558
C -3.134 -6.420 6.614
C -3.194 -4.928 7.010
N -1.845 -4.382 6.869
C -0.943 -4.654 7.942
C 0.549 -4.491 7.524
O 0.741 -3.068 7.440
C 2.088 -2.771 7.196
H -4.178 -8.704 7.482
H -4.083 -8.684 5.762
H -5.649 -8.602 6.548
H -2.549 -6.687 5.735
H -2.716 -6.931 7.481
H -3.685 -4.646 7.941
H -3.706 -4.363 6.231
H -1.843 -3.373 6.835
H -1.068 -5.650 8.369
H -1.259 -3.988 8.745
H 0.813 -4.897 6.548
H 1.237 -4.942 8.240
H 2.258 -1.702 7.067
H 2.360 -3.273 6.267
H 2.810 -3.035 7.968
C 7.913 1.160 -2.724
O 7.745 1.866 -1.547
C 6.807 1.292 -0.671
C 6.526 2.314 0.447
N 5.333 1.883 1.170
C 5.002 2.865 2.187
C 3.664 2.531 2.909
O 2.555 2.874 2.002
C 2.262 4.254 2.034
H 7.090 1.468 -3.369
H 7.982 0.095 -2.502
H 8.910 1.366 -3.113
H 7.194 0.414 -0.153
H 5.861 1.055 -1.158
H 6.387 3.266 -0.066
H 7.435 2.455 1.031
H 4.564 1.663 0.553
H 4.976 3.870 1.765
H 5.806 2.863 2.923
H 3.534 3.130 3.811
H 3.553 1.474 3.150
H 1.621 4.457 1.177
H 3.168 4.816 1.806
H 1.870 4.646 2.972
C -4.582 -5.836 -0.235
O -4.303 -4.780 -1.181
C -3.050 -4.987 -1.700
C -2.791 -3.848 -2.728
N -3.546 -4.099 -3.910
C -3.944 -2.833 -4.576
C -5.161 -2.163 -3.934
O -6.328 -2.889 -4.271
C -7.569 -2.336 -3.881
H -4.127 -5.662 0.740
H -4.345 -6.856 -0.539
H -5.670 -5.872 -0.177
H -3.196 -5.915 -2.252
H -2.295 -5.253 -0.961
H -1.729 -3.882 -2.970
H -2.996 -2.859 -2.316
H -4.336 -4.661 -3.629
H -4.226 -3.048 -5.607
H -3.085 -2.176 -4.710
H -5.223 -1.112 -4.218
H -5.015 -2.246 -2.857
H -8.409 -2.999 -4.086
H -7.784 -1.499 -4.546
H -7.443 -2.015 -2.847
C -1.663 8.940 -1.348
O -0.616 9.717 -0.677
C -0.911 11.130 -0.719
C -0.596 11.808 -2.096
N 0.804 11.633 -2.432
C 1.006 11.850 -3.899
C 2.397 11.401 -4.347
O 2.548 9.986 -4.151
C 3.781 9.377 -4.647
H -2.675 9.094 -0.974
H -1.479 7.867 -1.281
H -1.781 9.100 -2.420
H -0.319 11.550 0.095
H -1.983 11.250 -0.564
H -0.824 12.859 -1.918
H -1.257 11.319 -2.813
H 0.960 10.674 -2.157
H 0.923 12.916 -4.111
H 0.240 11.326 -4.472
H 3.075 12.012 -3.751
H 2.512 11.670 -5.397
H 3.556 8.349 -4.364
H 4.723 9.680 -4.190
H 3.990 9.489 -5.711
```

Calculated values
Total energy = -96387.8845 eV
Energy above the lowest of the compared OMol25 structures with the same formula, charge and spin = 468.31 kJ/mol
M = 1065.53 u
Gap between HOMO and LUMO = 0.3229 Ha

=====

No. 8
ORCA calculation (ωB97M-V/def2-TZVPD) on C3H4N2 in the gas phase.

```
9
C3H4N2 (ωB97M-V/def2-TZVPD)
C 2.283 0.845 -0.032
C -0.223 0.239 -0.070
C -1.633 -0.162 -0.044
N 1.903 -0.348 -0.087
N 0.676 -0.656 -0.018
H 3.270 1.009 0.198
H -1.909 -0.657 -0.909
H -2.409 0.570 0.051
H -1.957 -0.841 0.911
```

Calculated values
Total energy = -6149.2682 eV
Energy above the lowest of the compared OMol25 structures with the same formula, charge and spin = 639.95 kJ/mol
M = 68.08 u
Gap between HOMO and LUMO (spin up / spin down) = 0.2971 / 0.3073 Ha

=====

- total energy of number 5 (C26H50N2O3P2Pt)?
  -58671.8390 eV

=====

- The lowest M belongs to which entry?
  C3H4N2